Entry from the Open Molecules 2025 dataset: C3H2FNaO2 as an isolated structure (ωB97M-V with the def2-TZVPD basis set).

Computed properties:
DFT total energy ... -14351.866 eV
LUMO level ... -10.36 eV
Energy above the lowest of the compared OMol25 structures with the same formula, charge and spin ... 116.9 kJ/mol
Orbital gap ... 10.462 eV
Max |F| ... 3.7 eV/A
Net charge ... +2

Last column: natural (NBO) charge in e.
Geometry (Å):
H1 -1.8867 2.2724 -0.5828  0.610
F1 0.1751 -1.7745 1.0222  -0.243
O1 1.4849 -0.1092 0.4626  -0.545
C1 0.4574 -0.6983 0.3491  0.890
Na1 3.8348 -0.1848 1.7095  0.998
O2 -1.0076 1.8328 -0.6697  -0.507
C2 -0.6677 -0.5984 -0.8131  -0.355
C3 -0.9553 0.6249 -0.4925  0.775
H2 -1.4347 -1.3649 -0.9854  0.377